8
Properties=species:S:1:pos:R:3 method="wB97M-V/def2-TZVPD" de_lowest_ev=2.602 homo_lumo_gap_ev="7.7 / 7.7" mol_weight_g_mol=102.1 total_energy_ev=-17966.3739 homo_energy_ev="-8.250 / -8.250"
C -0.719 0.335 0.827
C 0.568 0.134 0.499
N -1.740 0.164 -0.068
N 1.711 -0.214 0.291
O -0.113 -0.836 -1.852
S -1.434 -0.266 -1.569
H -0.899 0.619 1.947
H 2.627 0.064 -0.074

9
Properties=species:S:1:pos:R:3 method="wB97M-V/def2-TZVPD" de_lowest_ev=0.726 homo_lumo_gap_ev=10.1 mol_weight_g_mol=112.5 total_energy_ev=-21115.8299 homo_energy_ev=-9.175
C 2.266 0.401 0.099
C 0.942 -0.190 -0.008
C -0.271 0.417 -0.077
H 2.008 1.386 0.404
H 2.670 0.314 -0.855
H 2.811 -0.097 0.839
F 0.915 -1.557 -0.093
F -0.405 1.726 -0.074
Cl -1.747 -0.406 0.061

15
Properties=species:S:1:pos:R:3 method="wB97M-V/def2-TZVPD" de_lowest_ev=3.601 homo_lumo_gap_ev="7.1 / 7.0" mol_weight_g_mol=183.0 total_energy_ev=-85652.6014 smiles="C=CC=P(=C)Br.O" homo_energy_ev="-7.758 / -7.818"
C 2.332 -0.120 -0.528
C 1.608 -0.093 0.548
C -1.145 -2.176 -1.299
C 0.197 -0.080 0.605
O -1.977 2.339 -1.518
P -1.002 -0.556 -0.626
Br -2.889 -0.549 0.401
H 3.426 -0.137 -0.564
H 1.924 -0.006 -1.481
H 1.965 -0.128 1.551
H -2.002 -2.237 -1.943
H -0.321 -2.423 -1.947
H -2.516 2.441 -0.737
H -0.346 0.675 1.286
H -1.154 2.860 -1.412

23
Properties=species:S:1:pos:R:3 method="wB97M-V/def2-TZVPD" de_lowest_ev=0.945 homo_lumo_gap_ev=10.9 mol_weight_g_mol=124.1 total_energy_ev=-13581.6702 smiles=C.O.O.O.O.O.O homo_energy_ev=-10.821
C 0.820 -1.697 4.866
H 1.752 -1.560 4.328
H 0.462 -1.036 5.647
H 0.864 -2.668 5.370
H 0.089 -1.775 4.059
H -1.459 0.776 -0.532
H -1.516 1.109 -2.038
O -1.865 0.513 -1.369
H 0.074 -2.508 -0.556
H -0.870 -1.339 -0.989
O -0.281 -2.043 -1.310
H 1.181 -0.095 -1.022
H 2.417 -0.743 -0.564
O 2.140 -0.037 -1.143
H 0.831 2.657 -0.840
H -0.465 3.287 -1.551
O -0.121 2.563 -1.015
H -3.847 -0.173 -1.581
H -4.343 -1.561 -1.895
O -4.301 -0.681 -2.276
H 2.998 2.827 -2.443
H 2.739 1.608 -1.578
O 2.702 2.576 -1.568

19
Properties=species:S:1:pos:R:3 method="wB97M-V/def2-TZVPD" de_lowest_ev=3.782 homo_lumo_gap_ev="8.9 / 7.1" mol_weight_g_mol=153.1 total_energy_ev=-16347.1856 homo_energy_ev="-8.058 / -6.707"
C 2.509 -0.040 0.082
C -2.179 1.054 0.626
C 1.386 0.799 -0.681
C -1.048 0.813 -0.306
C -0.948 -1.855 -0.011
N 0.230 1.151 0.060
O 3.262 0.559 0.779
O 2.536 -1.396 -0.098
F -0.194 -1.918 1.100
F -0.246 -2.169 -1.089
H -3.045 1.673 0.266
H -2.702 0.143 1.069
H -1.782 1.612 1.483
H 1.153 0.145 -1.642
H 2.030 1.629 -1.074
H -1.137 0.694 -1.314
H -1.914 -2.539 0.198
H 1.738 -1.740 -0.499
H 0.351 1.385 1.050

9
Properties=species:S:1:pos:R:3 method="wB97M-V/def2-TZVPD" de_lowest_ev=0.535 homo_lumo_gap_ev=11.8 mol_weight_g_mol=54.0 total_energy_ev=-6239.7187 smiles=O.O.O homo_energy_ev=-11.287
O -2.053 -2.612 -1.851
H -2.396 -1.759 -2.117
H -2.677 -2.929 -1.199
O 2.163 2.712 2.274
H 1.417 2.785 2.869
H 1.962 1.953 1.728
O 0.717 0.016 -0.232
H 0.886 0.411 -1.088
H -0.018 -0.578 -0.383

20
Properties=species:S:1:pos:R:3 method="wB97M-V/def2-TZVPD" de_lowest_ev=2.208 homo_lumo_gap_ev=9.8 mol_weight_g_mol=103.2 total_energy_ev=-8931.8027 smiles=CCCCNCO homo_energy_ev=-8.753
C -0.158 0.158 0.386
N -1.019 0.512 -0.799
C -2.094 -0.308 -1.392
O -3.470 0.135 -1.272
C 1.331 0.151 0.042
C 2.089 0.205 1.358
C 3.209 -0.818 1.502
H -0.341 -0.838 0.677
H -0.224 0.804 1.386
H -0.903 1.489 -1.115
H -1.864 -0.333 -2.520
H -2.033 -1.216 -0.828
H -3.501 0.520 -0.340
H 1.507 -0.674 -0.640
H 1.565 1.148 -0.542
H 1.385 0.120 2.296
H 2.559 1.220 1.458
H 2.764 -1.801 1.666
H 3.861 -0.470 2.320
H 3.855 -0.960 0.583

84
Properties=species:S:1:pos:R:3 method="wB97M-V/def2-TZVPD" de_lowest_ev=0.000 total_charge=+1 homo_lumo_gap_ev=7.3 mol_weight_g_mol=554.4 total_energy_ev=-103905.2999 homo_energy_ev=-9.497
Ga 0.074 -0.141 1.655
C -0.549 -2.701 2.583
C 0.819 -2.867 2.215
C 0.721 -1.173 3.791
C -0.622 -1.663 3.567
C 1.610 -1.958 2.973
C -1.706 -3.482 2.090
H -1.498 -3.950 1.120
H -2.595 -2.841 1.985
H -1.963 -4.286 2.798
C -1.829 -1.256 4.324
H -2.745 -1.492 3.765
H -1.821 -0.181 4.538
H -1.889 -1.777 5.294
C 1.124 -0.198 4.834
H 1.163 -0.672 5.829
H 0.411 0.637 4.892
H 2.120 0.216 4.625
C 3.087 -1.853 2.973
H 3.525 -2.469 3.775
H 3.410 -0.817 3.146
H 3.513 -2.200 2.023
C 1.345 -3.810 1.201
H 1.745 -4.719 1.674
H 2.162 -3.350 0.625
H 0.560 -4.118 0.499
C -1.961 0.304 -5.414
C -1.874 -1.029 -5.461
C -0.894 -1.838 -6.261
C 0.400 -1.110 -6.692
C 1.218 -0.576 -5.555
C 1.112 0.620 -4.930
C 0.162 1.724 -5.278
C -1.090 1.324 -6.093
H -1.383 -2.222 -7.174
H 0.178 -0.371 -7.472
H -0.608 -2.727 -5.677
H -0.805 1.059 -7.119
H -2.791 0.769 -4.861
H -2.646 -1.636 -4.961
H -1.704 2.236 -6.166
H -0.173 2.206 -4.345
H 1.846 0.874 -4.159
H 0.697 2.504 -5.849
H 1.032 -1.879 -7.166
H 2.013 -1.261 -5.250
P -0.999 -0.577 -0.546
P 1.841 0.844 0.503
C -0.081 0.647 -1.583
C 0.827 1.627 -0.813
H -0.846 1.185 -2.160
H 0.510 0.077 -2.312
H 1.547 2.113 -1.482
H 0.226 2.421 -0.351
C 2.589 2.095 1.585
H 3.226 1.586 2.328
H 1.815 2.658 2.130
H 3.201 2.805 1.009
C 3.148 -0.116 -0.326
H 3.628 0.507 -1.099
H 2.735 -1.019 -0.806
H 3.919 -0.435 0.394
C -2.741 -0.031 -0.398
H -3.253 -0.705 0.307
H -3.266 -0.063 -1.364
H -2.829 0.987 0.000
C -1.023 -2.177 -1.434
H -0.023 -2.642 -1.420
H -1.334 -2.044 -2.486
H -1.727 -2.877 -0.952
C -1.268 1.369 2.190
C -0.941 2.547 3.054
C -0.560 3.720 2.371
C -0.500 4.925 3.060
C -0.754 4.972 4.437
C -1.082 3.789 5.119
C -1.170 2.568 4.445
H -2.104 0.777 2.587
H -1.520 1.744 1.192
H -0.386 3.673 1.289
H -0.256 5.827 2.502
H -0.720 5.920 4.968
H -1.279 3.813 6.190
H -1.453 1.643 4.964

65
Properties=species:S:1:pos:R:3 method="wB97M-V/def2-TZVPD" de_lowest_ev=0.000 total_charge=+3 homo_lumo_gap_ev=5.5 mol_weight_g_mol=780.4 total_energy_ev=-117154.7076 homo_energy_ev=-16.444
Ta 0.124 0.314 0.056
Br 3.414 -1.755 6.521
C 2.672 -0.989 4.995
C 2.343 0.367 4.984
C 1.784 0.966 3.857
C 1.559 0.180 2.760
O 0.978 0.721 1.628
C 1.885 -1.175 2.726
C 1.711 -1.968 1.552
N 1.167 -1.589 0.426
C 1.156 -2.507 -0.682
C 2.034 -3.534 -0.891
C 1.845 -4.409 -1.986
C 0.785 -4.248 -2.833
C -0.118 -3.171 -2.643
C -1.264 -2.953 -3.440
C -2.105 -1.907 -3.157
C -1.784 -1.039 -2.114
N -0.698 -1.193 -1.358
C 0.108 -2.284 -1.584
C 2.455 -1.759 3.868
H 2.524 0.965 5.868
H 1.524 2.016 3.850
H 2.079 -2.991 1.603
H 2.876 -3.697 -0.230
H 2.544 -5.221 -2.135
H 0.623 -4.936 -3.652
H -1.479 -3.626 -4.261
H -3.004 -1.733 -3.732
H -2.420 -0.193 -1.893
H 2.721 -2.809 3.863
C -2.194 0.060 4.790
C -2.439 1.348 4.311
C -2.317 1.638 2.963
C -1.965 0.613 2.092
C -1.741 -0.679 2.556
C -1.839 -0.954 3.917
N -1.713 0.853 0.700
C -2.541 1.689 -0.076
C -3.871 1.980 0.196
C -4.564 2.791 -0.687
C -3.965 3.330 -1.840
C -2.653 3.048 -2.125
C -1.954 2.226 -1.230
N -0.621 1.850 -1.378
N 0.058 2.276 -2.338
C 1.383 1.807 -2.297
C 2.298 2.312 -3.189
C 3.621 1.899 -3.077
C 3.973 1.004 -2.077
C 2.999 0.528 -1.224
N 1.708 0.910 -1.333
H -2.305 -0.150 5.846
H -2.723 2.133 4.999
H -2.473 2.648 2.605
H -1.575 -1.482 1.841
H -1.686 -1.961 4.281
H -4.359 1.567 1.068
H -5.604 3.012 -0.485
H -4.542 3.964 -2.499
H -2.159 3.443 -3.002
H 1.970 3.024 -3.934
H 4.371 2.284 -3.756
H 4.995 0.672 -1.954
H 3.232 -0.178 -0.439

11
Properties=species:S:1:pos:R:3 method="wB97M-V/def2-TZVPD" total_charge=+3 homo_lumo_gap_ev="9.6 / 8.3" mol_weight_g_mol=289.1 multiplicity=4 total_energy_ev=-12713.2923 homo_energy_ev="-24.292 / -25.573"
O 1.394 0.655 0.182
C 0.925 -0.485 0.244
C -1.277 1.557 0.025
O 1.572 -1.530 0.010
O -0.440 -0.679 0.378
C -1.363 0.148 -0.023
Pt 3.037 -0.163 -0.110
H -1.838 2.103 -0.736
H -0.733 2.090 0.804
H -2.156 -0.353 -0.582
Li 0.880 -3.345 -0.192

131
Properties=species:S:1:pos:R:3 method="wB97M-V/def2-TZVPD" homo_lumo_gap_ev=7.6 mol_weight_g_mol=800.1 total_energy_ev=-97622.1583 homo_energy_ev=-8.113
C 3.420 -3.975 0.476
C 3.104 -5.151 1.432
C 2.151 -4.781 2.599
C 2.296 -3.361 3.120
N 1.401 -2.372 2.483
C 1.728 -1.023 3.025
C 2.321 -0.102 1.946
C 1.216 0.823 1.388
C 1.248 2.228 1.999
P -0.233 3.272 1.648
C -1.651 2.124 1.891
C -3.017 2.785 1.751
C -4.128 1.742 1.937
C -5.505 2.415 2.148
C -4.154 0.712 0.788
C -0.180 3.478 -0.186
O 0.415 4.719 -0.512
C 0.826 4.870 -1.810
C 0.306 4.123 -2.867
C 0.767 4.287 -4.181
C 0.188 3.445 -5.288
C 1.762 5.227 -4.420
C 2.264 5.998 -3.361
C 1.815 5.846 -2.049
C 2.331 6.681 -0.891
C 1.198 7.522 -0.276
C 3.420 7.669 -1.332
C 0.040 -2.691 2.787
S -0.575 -2.736 4.302
S -1.101 -2.974 1.491
C -0.285 -3.959 0.196
C -0.640 -5.452 0.243
C -2.016 -5.770 0.829
H 3.759 -4.390 -0.469
H 2.551 -3.352 0.307
H 4.215 -3.373 0.905
H 4.046 -5.497 1.856
H 2.656 -5.940 0.834
H 1.130 -5.024 2.320
H 2.403 -5.458 3.414
H 2.159 -3.371 4.207
H 3.328 -3.057 2.963
H 0.862 -0.535 3.457
H 2.475 -1.153 3.806
H 2.645 -0.733 1.122
H 3.157 0.474 2.324
H 1.303 0.914 0.306
H 0.265 0.327 1.579
H 2.078 2.747 1.514
H 1.456 2.197 3.065
H -1.565 1.611 2.848
H -1.587 1.335 1.136
H -3.169 3.582 2.478
H -3.114 3.190 0.741
H -3.870 1.201 2.847
H -6.277 1.874 1.612
H -5.479 3.455 1.831
H -5.758 2.372 3.204
H -3.467 0.971 -0.018
H -5.139 0.581 0.350
H -3.819 -0.259 1.147
H -1.216 3.468 -0.536
H 0.347 2.638 -0.642
H -0.474 3.391 -2.713
H -0.836 3.185 -5.033
H 0.189 4.014 -6.211
H 0.710 2.501 -5.417
H 2.166 5.375 -5.411
H 3.034 6.709 -3.611
H 2.790 6.060 -0.118
H 0.500 6.928 0.298
H 0.707 8.069 -1.078
H 1.668 8.268 0.363
H 2.935 8.356 -2.030
H 3.796 8.255 -0.506
H 4.200 7.170 -1.900
H 0.783 -3.837 0.321
H -0.584 -3.523 -0.750
H 0.108 -6.031 0.779
H -0.629 -5.813 -0.784
H -2.792 -5.049 0.579
H -1.969 -5.925 1.901
H -2.331 -6.727 0.414
O 1.814 0.703 -6.770
H 2.183 0.446 -7.621
H 2.492 0.456 -6.133
O 5.262 0.092 0.602
H 5.206 0.753 -0.096
H 5.935 0.436 1.198
O 5.755 7.385 0.811
H 5.806 8.076 1.479
H 5.184 6.717 1.204
O -3.740 -6.007 3.479
H -4.221 -6.142 4.301
H -3.502 -5.073 3.486
O -3.139 4.173 -6.011
H -3.440 3.305 -5.709
H -2.745 4.572 -5.230
O -5.016 -6.933 -0.185
H -5.930 -7.177 0.009
H -4.629 -6.762 0.684
O 1.745 1.118 5.368
H 2.657 1.171 5.669
H 1.433 0.268 5.697
O -2.324 7.562 0.202
H -2.493 6.704 0.605
H -2.098 7.354 -0.710
O -0.424 -5.801 6.031
H -0.420 -5.063 5.410
H 0.241 -5.567 6.685
O -5.199 -4.050 -0.831
H -5.344 -4.887 -0.368
H -5.069 -4.318 -1.744
O -8.273 -7.457 -0.869
H -8.697 -6.592 -0.894
H -7.946 -7.586 -1.767
O 6.942 7.504 -2.936
H 6.397 7.382 -2.149
H 7.232 8.419 -2.880
O 3.853 -6.777 -1.322
H 4.111 -7.111 -2.189
H 4.592 -7.013 -0.751
O -6.754 -9.589 0.747
H -6.062 -9.930 0.172
H -7.207 -8.928 0.209
O -4.296 1.492 -5.587
H -4.481 0.673 -5.119
H -4.130 1.222 -6.496
O 5.913 -6.058 -3.472
H 6.395 -5.525 -4.112
H 5.358 -5.427 -3.000

15
Properties=species:S:1:pos:R:3 method="wB97M-V/def2-TZVPD" de_lowest_ev=2.737 homo_lumo_gap_ev=10.5 mol_weight_g_mol=78.1 total_energy_ev=-7261.1860 homo_energy_ev=-9.778
N 0.117 0.972 0.331
N 0.275 -1.703 -0.751
C 0.130 -0.215 1.232
C -0.527 -1.393 0.469
H 0.840 0.828 -0.382
H -0.782 0.932 -0.163
H -0.297 -1.825 -1.594
H 0.986 -1.003 -0.989
H 1.189 -0.485 1.405
H -0.310 0.068 2.208
H -0.704 -2.188 1.219
H -1.511 -0.974 0.185
O 0.514 2.576 -1.038
H 0.216 1.929 -0.359
H -0.134 2.481 -1.772